a) The following is a quantum chemistry calculation of a single C4H6N2O2 molecule, from OMol25.

* charge: 0
* structure (SMILES): O=CN1C[C@H]1/C=N/O
* HOMO: -9.84 eV
* E_LUMO: 0.71 eV

Each line ends with the Löwdin charge.
Geometry (Å):
O1 -1.24 -2.00 0.56  0.082
C1 -0.49 -1.66 -0.29  -0.403
N1 0.78 -1.27 0.01  0.017
C2 1.42 -0.18 -0.77  -0.066
C3 1.04 0.02 0.63  -0.208
C4 -0.15 0.89 0.88  -0.101
N2 -0.99 0.98 -0.03  0.011
O2 -2.00 1.90 0.28  -0.023
H1 -0.71 -1.66 -1.39  0.144
H2 0.78 0.37 -1.45  0.104
H3 2.46 -0.36 -1.04  0.110
H4 1.83 0.03 1.32  0.124
H5 -0.31 1.13 1.87  0.113
H6 -2.43 1.82 -0.59  0.098

b) The following is a quantum chemistry calculation of a molecular structure, C4H6N2O2, from OMol25.

* charge: 0
* HOMO: -7.71 eV
* E_LUMO: 0.50 eV

Each line ends with the Löwdin charge.
Geometry (Å):
C1 -1.23 -0.09 -0.05  -0.442
C2 -0.44 -1.27 -0.07  0.050
C3 0.83 -0.77 -0.28  -0.372
C4 0.94 0.48 -0.25  -0.457
H1 -2.93 -0.87 -0.09  0.104
H2 -3.14 0.56 -0.62  0.148
H3 -0.81 -2.34 0.00  0.134
H4 2.82 -0.66 0.56  0.262
H5 1.57 2.38 -0.50  0.202
H6 1.56 1.68 1.12  0.186
N1 -2.60 0.08 0.23  0.088
N2 1.87 1.33 0.03  0.069
O1 2.02 -1.43 0.04  -0.055
O2 -0.45 0.93 -0.13  0.082

c) The following is a quantum chemistry calculation of 2 unconnected molecules or ions with the total composition C4H6N2O2, from OMol25.

* charge: 0
* HOMO: -9.60 eV
* E_LUMO: 0.36 eV

Each line ends with the Löwdin charge.
Geometry (Å):
C1 0.62 -1.87 -0.39  -0.135
C2 -0.03 0.11 0.74  -0.625
C3 1.36 1.20 -0.71  0.040
C4 -1.74 1.43 -0.18  -0.010
O1 0.04 0.92 1.82  0.054
N1 0.73 -0.90 0.66  0.019
N2 -1.23 0.29 -0.05  0.078
O2 1.54 0.71 -1.71  0.075
H1 0.80 0.65 2.34  0.122
H2 1.31 -1.60 -1.20  0.065
H3 0.94 -2.83 0.02  0.075
H4 -0.39 -1.94 -0.80  0.076
H5 -1.30 2.34 0.21  0.088
H6 -2.66 1.51 -0.75  0.077

On energetic grounds, c) is preferred over the next structure by 0.0655 hartree.